Entry 1:
DFT (wB97M-V/def2-TZVPD) results for a molecular structure, C29H57N7O7 in a non-equilibrium geometry.

The value obtained for the HOMO-LUMO gap is 7.20 eV. The LUMO energy comes out at 0.198 eV. The total energy is -2048.339707 a.u.

Each line ends with the Löwdin charge.
Positions of all 100 atoms, in Å:
1 C -0.09 27.03 -20.41  -0.019
2 C 0.76 25.84 -19.91  -0.276
3 O 0.58 25.44 -18.73  -0.225
4 C 1.73 25.26 -20.94  0.017
5 H -0.39 26.81 -21.43  0.050
6 H 0.26 28.06 -20.36  0.084
7 H -0.98 26.96 -19.78  0.052
8 H 1.66 24.19 -20.71  0.056
9 H 2.80 25.47 -20.81  0.087
10 H 1.53 25.48 -21.98  0.108
11 C -1.26 26.94 -17.70  -0.011
12 C -1.63 25.89 -16.70  -0.503
13 O -2.15 26.19 -15.65  0.094
14 C -1.38 24.49 -17.03  -0.030
15 H -0.82 26.54 -18.62  0.007
16 H -0.36 27.42 -17.35  0.111
17 H -2.13 27.56 -17.90  0.110
18 H -0.78 24.44 -17.93  0.060
19 H -2.33 23.99 -17.21  0.086
20 H -0.79 24.07 -16.21  0.103
21 C 3.44 23.39 -21.31  -0.032
22 C 4.82 23.78 -20.77  -0.565
23 O 5.24 23.16 -19.83  0.052
24 N 5.45 24.71 -21.46  -0.015
25 C 6.85 25.09 -21.19  -0.049
26 H 3.04 24.06 -22.06  0.039
27 H 2.77 23.25 -20.46  0.032
28 H 3.49 22.41 -21.79  0.107
29 H 5.11 24.92 -22.38  -0.109
30 H 6.85 25.87 -20.43  0.081
31 H 7.24 25.49 -22.13  0.081
32 H 7.44 24.25 -20.83  0.083
33 C 2.77 25.69 -24.77  0.036
34 C 3.75 25.78 -23.62  -0.384
35 O 4.35 24.71 -23.26  0.022
36 N 4.02 26.98 -23.04  0.069
37 C 4.69 27.38 -21.84  -0.044
38 H 3.25 25.49 -25.72  0.101
39 H 2.13 26.56 -24.90  0.035
40 H 2.24 24.76 -24.55  0.107
41 H 3.55 27.78 -23.44  0.109
42 H 4.33 26.76 -21.02  0.080
43 H 4.52 28.41 -21.50  0.081
44 H 5.71 27.01 -21.89  0.072
45 C 1.47 23.46 -18.45  -0.005
46 C 1.50 23.65 -16.99  -0.411
47 O 1.57 24.81 -16.57  0.105
48 N 1.65 22.56 -16.20  0.068
49 C 2.06 22.76 -14.79  -0.026
50 H 1.39 24.37 -19.05  -0.003
51 H 0.47 23.08 -18.68  0.113
52 H 2.23 22.77 -18.82  0.098
53 H 1.59 21.62 -16.56  0.147
54 H 2.61 21.85 -14.55  0.085
55 H 1.25 22.71 -14.07  0.081
56 H 2.58 23.69 -14.58  0.067
57 C 2.39 26.78 -18.35  0.007
58 C 3.17 27.04 -17.11  -0.511
59 O 3.89 28.01 -17.09  0.027
60 N 3.01 26.16 -16.10  0.040
61 C 3.63 26.25 -14.83  -0.093
62 H 1.87 25.84 -18.53  0.013
63 H 2.88 27.29 -19.19  0.068
64 H 1.48 27.39 -18.28  0.077
65 H 2.21 25.57 -16.28  -0.190
66 H 3.97 25.32 -14.38  0.065
67 H 3.09 26.82 -14.08  0.079
68 H 4.54 26.86 -14.82  0.076
69 C -3.94 27.47 -20.61  0.055
70 C -2.74 26.47 -20.76  -0.464
71 O -1.82 26.68 -21.54  -0.140
72 N -2.67 25.46 -19.96  0.082
73 C -3.54 25.11 -18.87  -0.064
74 H -4.36 27.47 -19.61  0.060
75 H -4.71 26.99 -21.22  0.095
76 H -3.69 28.52 -20.79  0.091
77 H -1.82 24.90 -20.00  0.161
78 H -3.94 24.14 -19.17  0.102
79 H -4.48 25.62 -18.64  0.104
80 H -3.09 24.94 -17.89  0.028
81 N 0.86 28.03 -23.86  -0.035
82 C 0.00 27.63 -24.80  -0.151
83 C -1.29 27.50 -24.17  -0.053
84 C -1.12 27.85 -22.83  -0.124
85 C 0.31 28.27 -22.66  -0.132
86 H 1.85 28.01 -24.07  0.097
87 H 0.23 27.39 -25.83  0.099
88 H -2.13 27.03 -24.66  0.087
89 H -1.97 27.86 -22.16  0.052
90 H 0.84 28.61 -21.78  -0.014
91 N 0.87 30.19 -19.32  0.074
92 C 1.99 29.64 -18.81  -0.119
93 C 2.75 29.27 -19.90  -0.155
94 C 2.14 29.41 -21.11  -0.111
95 C 0.86 29.85 -20.73  -0.158
96 H 0.11 30.44 -18.71  0.152
97 H 2.22 29.59 -17.76  0.126
98 H 3.76 28.91 -19.74  0.098
99 H 2.57 29.28 -22.09  0.105
100 H -0.03 30.14 -21.28  0.126

***

Entry 2:
DFT (wB97M-V/def2-TZVPD) results for a molecular structure, C29H58BBrN9O11PS in a non-equilibrium geometry.

The value obtained for the HOMO-LUMO gap is 7.40 eV. The calculation puts the energy above the lowest of the compared OMol25 structures with the same formula, charge and spin at 0.000 eV. The LUMO energy comes out at -0.440 eV. The total energy is -5798.910069 a.u.

Each line ends with the Löwdin charge.
Positions of all 111 atoms, in Å:
1 C 3.06 -3.45 -0.21  -0.087
2 C 1.55 -3.81 -0.27  -0.212
3 N 0.71 -2.70 -0.75  0.000
4 C -0.21 -2.17 0.18  -0.216
5 C -1.66 -2.32 0.01  -0.284
6 P -2.12 -3.31 -1.46  0.644
7 O -3.76 -3.45 -1.57  -0.369
8 Br -1.58 -1.92 -3.20  0.261
9 C -2.57 -1.76 0.87  -0.143
10 C -4.08 -1.78 0.77  -0.128
11 C -4.79 -3.08 1.16  -0.405
12 C -6.22 -3.00 0.56  -0.042
13 O -4.96 -3.20 2.58  -0.046
14 C -2.03 -1.07 1.99  -0.291
15 N -2.76 -0.47 2.95  -0.200
16 S -1.70 0.21 3.94  1.036
17 N -0.29 -0.21 3.28  -0.172
18 C -0.62 -0.91 2.20  -0.286
19 C 0.27 -1.46 1.24  -0.162
20 O 1.63 -1.26 1.42  0.163
21 B 1.99 -0.06 0.75  -0.754
22 O 1.31 1.13 1.02  0.142
23 O 3.05 -0.01 -0.12  0.164
24 H 3.32 -3.29 0.85  0.071
25 H 3.68 -4.25 -0.62  0.058
26 H 3.25 -2.51 -0.72  0.046
27 H 1.20 -4.27 0.66  0.119
28 H 1.49 -4.59 -1.04  0.107
29 H 0.30 -2.88 -1.65  0.002
30 H -3.94 -3.65 -2.49  0.048
31 H -4.34 -1.56 -0.27  0.116
32 H -4.46 -0.95 1.37  0.098
33 H -4.29 -3.98 0.79  0.130
34 H -6.91 -3.69 1.05  0.081
35 H -6.17 -3.13 -0.52  0.070
36 H -6.58 -1.97 0.72  0.079
37 H -5.47 -2.42 2.83  0.088
38 H 0.47 1.13 0.55  0.109
39 H 2.67 0.04 -1.02  0.080
40 C 0.00 2.09 -3.83  -0.003
41 C 1.30 1.48 -3.38  -0.526
42 O 1.42 1.01 -2.25  0.031
43 N 2.34 1.44 -4.24  0.022
44 C 2.40 1.93 -5.61  -0.059
45 H -0.71 2.02 -3.02  0.082
46 H 0.13 3.14 -4.09  0.087
47 H -0.40 1.54 -4.69  0.085
48 H 3.16 1.02 -3.85  0.141
49 H 2.65 1.10 -6.26  0.074
50 H 3.19 2.68 -5.67  0.088
51 H 1.46 2.37 -5.93  0.077
52 C 7.14 -1.71 -1.46  -0.002
53 C 6.37 -2.80 -2.17  -0.541
54 O 5.15 -2.81 -2.19  0.024
55 N 7.08 -3.79 -2.78  0.003
56 C 8.52 -3.94 -2.85  -0.079
57 H 6.43 -1.01 -1.03  0.084
58 H 7.75 -2.13 -0.66  0.086
59 H 7.78 -1.18 -2.16  0.084
60 H 6.50 -4.48 -3.23  0.134
61 H 8.83 -3.95 -3.90  0.080
62 H 8.80 -4.90 -2.40  0.083
63 H 9.03 -3.14 -2.33  0.072
64 C -4.62 2.04 0.68  0.001
65 C -6.12 2.06 0.65  -0.548
66 O -6.78 1.05 0.43  0.019
67 N -6.74 3.24 0.89  0.004
68 C -6.14 4.53 1.17  -0.073
69 H -4.28 1.03 0.48  0.058
70 H -4.21 2.70 -0.08  0.091
71 H -4.25 2.34 1.66  0.078
72 H -7.75 3.19 0.85  0.137
73 H -6.48 4.88 2.14  0.082
74 H -6.45 5.25 0.41  0.081
75 H -5.05 4.47 1.18  0.072
76 C 0.38 3.42 2.93  -0.003
77 C -0.94 4.10 3.21  -0.561
78 O -1.98 3.73 2.68  0.000
79 N -0.95 5.14 4.09  -0.001
80 C 0.16 5.71 4.82  -0.067
81 H 0.23 2.62 2.22  0.048
82 H 1.09 4.14 2.50  0.093
83 H 0.80 3.00 3.85  0.093
84 H -1.87 5.53 4.23  0.140
85 H -0.04 5.64 5.89  0.079
86 H 0.25 6.77 4.55  0.083
87 H 1.09 5.20 4.59  0.074
88 C 4.81 -1.35 -6.10  -0.011
89 C 4.52 -1.46 -7.57  -0.556
90 O 4.33 -0.48 -8.27  0.024
91 N 4.46 -2.71 -8.11  0.005
92 C 4.65 -3.99 -7.44  -0.075
93 H 4.83 -0.30 -5.82  0.071
94 H 4.04 -1.85 -5.52  0.090
95 H 5.79 -1.78 -5.87  0.083
96 H 4.26 -2.71 -9.10  0.139
97 H 5.48 -4.51 -7.91  0.082
98 H 3.75 -4.59 -7.56  0.084
99 H 4.86 -3.86 -6.39  0.069
100 C -2.61 2.97 6.30  -0.017
101 C -2.84 3.80 7.54  -0.547
102 O -2.39 4.93 7.65  0.022
103 N -3.56 3.25 8.55  0.004
104 C -4.17 1.93 8.60  -0.074
105 H -2.02 3.55 5.59  0.050
106 H -2.07 2.06 6.54  0.070
107 H -3.57 2.72 5.83  0.093
108 H -3.67 3.86 9.34  0.138
109 H -5.24 2.03 8.74  0.083
110 H -3.75 1.38 9.45  0.083
111 H -3.98 1.37 7.69  0.072